Entry from OMol25: a 10-piece molecular cluster, C49H100BrO20P2S overall at a distorted geometry (the ωB97M-V functional and the def2-TZVPD basis).

Atoms and positions in Å:
C (8.313698, 1.843056, 2.750708)
C (6.851674, 2.414887, 3.280119)
C (5.574147, 1.879708, 2.354058)
C (4.569852, 1.061900, 3.357629)
C (2.949754, 1.268118, 2.992068)
C (2.662490, 0.135185, 1.792697)
C (1.475724, 0.551910, 0.758060)
P (-0.265034, -0.209667, 1.037415)
C (-0.059833, -0.752098, 2.851808)
O (0.482077, -2.121122, 3.048224)
C (0.779220, -2.145153, 4.519486)
C (-1.087401, 1.358426, 1.854041)
C (-2.746305, 1.192609, 1.992653)
O (-3.337644, 0.685309, 3.110687)
Br (-4.046481, 1.787934, 0.556092)
O (-0.892098, 0.034784, -0.566951)
C (-0.466161, 1.181488, -1.282701)
C (-1.672437, 1.588357, -2.369772)
C (-1.680695, 3.212081, -2.717765)
C (-2.619386, 4.106705, -1.716221)
O (0.535118, -1.668176, 0.407701)
C (-0.382715, -2.794356, 0.027485)
O (0.033680, -3.000638, -1.378878)
C (0.135905, -4.244101, 0.683478)
C (1.712250, -4.574039, 0.406734)
C (2.780644, -3.760131, 1.350124)
C (1.916284, -6.186623, 0.806662)
C (-1.938474, -2.323797, 0.347327)
P (-2.899644, -3.458146, 1.610013)
O (-4.451693, -3.035842, 1.730612)
O (-2.275859, -3.346218, 3.241267)
O (-2.901704, -5.140211, 1.188088)
S (-3.200290, -2.265505, -1.047761)
C (-2.551118, -1.697472, -2.705982)
O (-4.409581, -1.295551, -0.738774)
O (-3.896436, -3.656919, -1.317703)
O (-1.804025, -1.097473, 1.205346)
H (8.251573, 0.743004, 2.358733)
H (8.671816, 2.559301, 1.878480)
H (9.056887, 1.845186, 3.666898)
H (6.801612, 3.587516, 3.239020)
H (6.765092, 2.094415, 4.404125)
H (5.052233, 2.763307, 1.753873)
H (6.058635, 1.077365, 1.614995)
H (4.770014, 1.225530, 4.502605)
H (4.764013, -0.099912, 3.163117)
H (2.385688, 1.035023, 3.988758)
H (2.813846, 2.362807, 2.590038)
H (3.673185, 0.183586, 1.152459)
H (2.634714, -0.960922, 2.200531)
H (1.845306, 0.102647, -0.287656)
H (1.383852, 1.722722, 0.728401)
H (0.561663, -0.058689, 3.550256)
H (-1.150950, -0.791995, 3.339226)
H (-0.014210, -1.475504, 5.108578)
H (0.746757, -3.225630, 4.965976)
H (1.862547, -1.690659, 4.638121)
H (-0.719570, 1.562556, 2.944501)
H (-0.925715, 2.342742, 1.255428)
H (0.460493, 0.891841, -1.977800)
H (-0.185683, 2.166490, -0.752501)
H (-1.477324, 1.050891, -3.416613)
H (-2.725342, 1.201271, -2.004008)
H (-2.085017, 3.406306, -3.819697)
H (-0.571476, 3.584060, -2.568596)
H (-2.276509, 3.889899, -0.597150)
H (-2.540087, 5.265977, -1.857750)
H (-3.740617, 3.709048, -1.771714)
H (0.904461, -2.479299, -1.500607)
H (-0.156184, -4.337812, 1.824313)
H (-0.485466, -5.074172, 0.095448)
H (2.062099, -4.491844, -0.706640)
H (2.491977, -3.686440, 2.480540)
H (3.831479, -4.310492, 1.232021)
H (2.940319, -2.699970, 0.826717)
H (1.125957, -6.883861, 0.298773)
H (1.757250, -6.254645, 1.986907)
H (3.034212, -6.493070, 0.620555)
H (-2.802868, -2.570221, 3.644438)
H (-2.641938, -5.317922, 0.239350)
H (-2.589554, -2.627731, -3.453390)
H (-1.444598, -1.322358, -2.721075)
H (-3.211414, -0.859851, -3.226892)
C (-4.592377, -3.819167, -7.471692)
C (-4.266496, -3.390006, -6.066189)
O (-3.491877, -2.460352, -5.845641)
C (-4.924826, -4.142335, -4.940785)
H (-4.045441, -3.187648, -8.179948)
H (-4.288809, -4.858095, -7.622802)
H (-5.663560, -3.704882, -7.656111)
H (-4.636060, -5.195711, -4.979057)
H (-6.010811, -4.042498, -5.012366)
H (-4.596676, -3.723582, -3.983486)
C (0.148505, -2.452479, -8.924359)
C (0.474386, -2.023318, -7.518855)
O (1.249005, -1.093663, -7.298308)
C (-0.183944, -2.775647, -6.393451)
H (0.695441, -1.820959, -9.632615)
H (0.452073, -3.491407, -9.075468)
H (-0.922679, -2.338194, -9.108778)
H (0.104822, -3.829023, -6.431723)
H (-1.269930, -2.675810, -6.465033)
H (0.144206, -2.356893, -5.436152)
C (-7.236332, -1.579901, -9.345997)
C (-6.385630, -2.412922, -10.266974)
O (-5.530579, -3.180014, -9.827211)
C (-6.621305, -2.271073, -11.746930)
H (-6.955741, -1.785809, -8.307512)
H (-7.073444, -0.518362, -9.548380)
H (-8.290292, -1.835810, -9.480849)
H (-6.430980, -1.240308, -12.056366)
H (-7.647828, -2.557757, -11.988834)
H (-5.935984, -2.931748, -12.288504)
C (-3.553198, 3.931619, 3.839320)
C (-3.275209, 5.321060, 3.331391)
O (-2.440518, 5.524168, 2.451067)
C (-4.057786, 6.452581, 3.942264)
H (-2.915681, 3.216781, 3.308133)
H (-3.328294, 3.874470, 4.907267)
H (-4.598729, 3.671299, 3.656000)
H (-3.855362, 6.507830, 5.014841)
H (-5.125797, 6.304659, 3.763574)
H (-3.752345, 7.396758, 3.478914)
C (-4.218582, 4.701681, 8.648193)
C (-3.337062, 5.762843, 8.045969)
O (-3.229817, 5.887971, 6.827046)
C (-2.591575, 6.664998, 8.992699)
H (-4.693429, 4.126328, 7.846276)
H (-3.618223, 4.021964, 9.258039)
H (-4.999747, 5.167532, 9.254221)
H (-1.918646, 6.072788, 9.617922)
H (-3.300170, 7.218356, 9.614104)
H (-1.995666, 7.381644, 8.417571)
C (6.586259, -2.579850, -1.159821)
C (6.647580, -2.743016, 0.335316)
O (5.718530, -2.381623, 1.055867)
C (7.889640, -3.365291, 0.914964)
H (5.632534, -2.117281, -1.435539)
H (7.399449, -1.932025, -1.496572)
H (6.653428, -3.557714, -1.643325)
H (8.760972, -2.752452, 0.670710)
H (8.014951, -4.378142, 0.523956)
H (7.793739, -3.419584, 2.004603)
C (6.813087, 7.627789, 4.576382)
C (6.466749, 6.812461, 3.359374)
O (6.380503, 5.586742, 3.415124)
C (6.230156, 7.554680, 2.071327)
H (6.956151, 6.959460, 5.432215)
H (7.741384, 8.177921, 4.403237)
H (5.997887, 8.318999, 4.804815)
H (7.132503, 8.101567, 1.786485)
H (5.389006, 8.242645, 2.188063)
H (5.989657, 6.838309, 1.278591)
C (-2.464271, -9.163332, 3.317827)
C (-2.358827, -8.172663, 4.446221)
O (-1.491441, -8.280303, 5.311663)
C (-3.355774, -7.045190, 4.475042)
H (-1.680907, -9.921124, 3.425877)
H (-3.437509, -9.659529, 3.348724)
H (-2.327458, -8.652781, 2.361205)
H (-4.368797, -7.446971, 4.557544)
H (-3.258746, -6.440222, 3.570025)
H (-3.159187, -6.409076, 5.344623)
C (2.335729, 5.205380, -4.058860)
C (2.441173, 6.196049, -2.930466)
O (3.308559, 6.088408, -2.065024)
C (1.444226, 7.323522, -2.901645)
H (3.119093, 4.447588, -3.950810)
H (1.362491, 4.709183, -4.027963)
H (2.472542, 5.715931, -5.015482)
H (0.431203, 6.921741, -2.819143)
H (1.541254, 7.928489, -3.806662)
H (1.640813, 7.959636, -2.032064)

Force components x, y, z for each atom (eV/Å):
C -0.47 0.71 0.22
C 0.15 0.28 -0.50
C 1.10 -0.87 1.03
C -0.96 -1.08 -0.63
C 1.68 -1.26 -0.12
C 1.12 1.27 -0.30
C 1.13 0.21 -0.52
P 1.11 -0.99 0.59
C -0.41 -0.81 2.16
O -0.11 1.53 2.69
C 0.10 0.08 -0.11
C -2.62 2.00 -0.02
C -1.97 -2.98 6.52
O 4.04 3.45 -7.40
Br 1.39 -0.53 1.31
O 0.83 2.48 0.24
C -0.43 0.45 -3.43
C -0.05 0.21 -0.87
C -0.34 0.20 0.40
C 0.09 -1.08 1.12
O -3.21 -2.52 0.30
C 4.14 0.35 -0.34
O -0.07 1.09 0.33
C -0.98 -0.01 -0.36
C 0.53 -1.42 1.29
C 0.60 0.24 -1.65
C -0.14 0.91 1.10
C 2.14 1.16 2.94
P -6.68 -0.30 2.35
O 6.22 -1.26 -0.52
O -1.30 0.72 -2.74
O 1.32 2.46 -0.01
S -8.33 0.68 -2.04
C 1.33 -0.14 -2.59
O 5.17 -2.42 -0.66
O 3.88 3.18 1.02
O -1.19 -3.73 -2.77
H -0.04 2.05 0.69
H -0.42 -1.66 1.82
H -1.26 0.17 -2.04
H 0.51 -2.55 0.22
H -0.17 0.51 -2.20
H 1.11 -1.97 1.39
H -1.32 1.92 1.27
H -0.28 0.11 -2.30
H -0.31 2.42 0.58
H 0.65 0.70 -2.03
H -0.08 -2.15 0.90
H -2.15 -0.14 1.29
H -0.36 2.18 -0.63
H -1.02 1.41 2.16
H 0.52 -2.17 -0.10
H -0.85 -0.79 -1.54
H 2.23 0.41 -1.01
H 1.72 -1.51 -1.20
H 0.07 1.89 -1.15
H -2.09 -0.82 0.06
H -0.74 -0.54 -2.05
H -0.31 -1.70 0.91
H -1.62 0.73 1.50
H -0.54 -1.81 -0.17
H -0.28 1.00 2.30
H 2.19 0.94 -0.49
H 1.21 -0.50 2.23
H -2.07 -0.61 -0.69
H -0.76 0.52 -2.35
H -0.22 -2.24 -0.07
H 2.39 1.13 0.00
H -2.32 -0.92 0.80
H 0.88 0.30 -2.22
H 1.30 1.74 1.18
H -1.06 0.14 2.04
H 0.37 -0.05 -2.32
H -2.22 1.09 0.42
H -0.43 -2.18 1.66
H 1.68 1.24 0.78
H 0.25 0.02 -2.49
H -2.28 0.41 0.09
H 0.92 -1.57 -1.18
H -0.49 0.76 1.31
H 0.01 1.88 2.02
H -2.15 -0.78 0.59
H 1.03 -1.85 1.86
C 0.58 0.45 0.39
C 0.76 0.73 0.25
O -0.80 -0.94 -0.31
C 0.29 0.42 0.40
H -0.20 -0.24 0.33
H -0.23 -0.03 0.01
H 0.26 -0.27 0.10
H -0.21 0.01 -0.07
H 0.04 -0.21 -0.05
H -0.13 -0.15 -0.12
C 0.26 0.34 -0.31
C 0.98 1.15 0.58
O -0.93 -1.12 -0.40
C 0.22 0.29 0.25
H -0.10 -0.12 0.17
H -0.23 -0.01 0.01
H 0.03 -0.23 0.04
H -0.19 -0.02 -0.07
H 0.03 -0.18 -0.02
H -0.07 -0.08 -0.22
C 0.20 -0.19 0.43
C 1.15 -1.03 0.48
O -1.48 1.15 -1.37
C 0.34 -0.31 -0.17
H -0.06 0.08 -0.24
H -0.20 -0.06 -0.06
H 0.03 0.21 -0.09
H -0.23 -0.03 -0.01
H 0.01 0.23 -0.02
H -0.15 0.14 0.15
C 0.43 -0.09 -0.33
C 0.97 0.13 -1.00
O -0.92 -0.17 1.01
C 0.17 0.48 -0.23
H -0.25 0.30 0.22
H -0.22 0.05 0.00
H 0.04 -0.04 0.17
H -0.25 -0.11 -0.30
H 0.01 -0.06 0.17
H -0.06 -0.20 0.00
C -0.16 -0.19 -0.47
C 0.12 0.12 -1.56
O -0.03 -0.23 1.89
C 0.25 0.30 -0.36
H 0.13 0.14 0.17
H -0.12 0.12 0.14
H 0.15 -0.09 0.15
H -0.17 0.06 0.13
H 0.09 -0.16 0.14
H -0.14 -0.18 0.11
C -0.46 0.21 -0.04
C -1.44 0.59 1.08
O 1.41 -0.45 -1.01
C -0.10 -0.01 0.49
H 0.21 -0.10 0.10
H 0.06 -0.20 -0.07
H 0.19 0.09 -0.04
H 0.02 -0.18 -0.13
H 0.16 0.12 -0.10
H -0.01 0.03 -0.25
C 0.04 -0.38 0.37
C -0.14 -1.66 -0.02
O 0.08 1.92 -0.01
C -0.10 -0.43 -0.28
H -0.04 0.13 -0.21
H -0.16 0.16 -0.01
H 0.17 0.12 -0.09
H -0.14 0.16 0.07
H 0.18 0.12 -0.02
H 0.04 0.15 0.20
C 0.41 -0.32 0.08
C 1.00 0.08 1.20
O -1.01 0.02 -1.06
C 0.23 0.16 0.37
H -0.15 0.18 0.01
H -0.02 0.15 -0.18
H -0.24 -0.03 0.03
H 0.00 0.07 -0.23
H -0.21 -0.07 -0.04
H -0.01 -0.16 -0.21
C 0.38 -0.29 0.15
C 1.20 -0.20 1.18
O -1.10 0.20 -1.13
C 0.14 0.23 0.42
H -0.18 0.18 0.01
H -0.02 0.13 -0.18
H -0.23 -0.05 0.00
H 0.02 0.07 -0.20
H -0.19 -0.12 -0.04
H -0.03 -0.17 -0.18

Output
- Frontier orbital gap: 7.96 eV
- Multiplicity: 1
- Charge: -1
- Largest force on an atom: 9.11 eV/Å
- E: -7086.32578 Eh
- LUMO: 1.8 eV

Atom charges from the Löwdin analysis, given in e for atoms 1 to 5: C -0.155; C -0.252; C -0.198; C -0.230; C -0.187